# 1
C5H8N2 | ωB97M-V/def2-TZVPD

XYZ file:
```
15
Properties=species:S:1:pos:R:3
N -0.6844 -0.8184 -1.4685
N 0.6573 -3.1902 0.7094
C 0.4484 0.2415 0.4774
C 0.5398 1.5447 -0.2678
C 0.1636 -2.1928 0.3927
C -0.1530 1.4908 1.0594
C -0.4461 -0.8994 -0.0316
H 1.5154 2.0199 -0.3244
H 0.3309 1.9288 1.9287
H -0.0834 1.6506 -1.1501
H -1.2531 -1.6024 -1.7760
H -1.4266 -0.8422 0.4598
H 0.1961 -0.8687 -1.9743
H 1.3661 -0.1014 0.9439
H -1.2378 1.5703 1.0558
```

Calculated values
Energy relative to the best compared isomer or geometry (same formula, charge and spin) (eV): 1.367
Total energy (eV): -8293.629
SMILES: N#C[C@H](N)C1CC1
HOMO (eV): -10.3381
Total charge: 0


# 2
C5H8N2 | ωB97M-V/def2-TZVPD

XYZ file:
```
15
Properties=species:S:1:pos:R:3
N -1.2500 0.4812 0.0675
N 1.0719 0.2017 -0.0493
C -2.3479 0.1221 -0.0153
C 0.0395 1.1377 0.0632
C 2.1691 -0.1078 -0.0975
C -3.5352 -0.6045 0.0130
C 3.4752 -0.4576 -0.0638
H 4.0779 -0.0441 -1.0015
H 0.2891 1.6466 1.0068
H -4.2036 -0.1820 0.6838
H -0.1644 1.7744 -0.7243
H -4.1864 -0.6685 -0.8017
H -3.1731 -1.6552 0.3779
H 4.0763 -0.0318 0.8008
H 3.6616 -1.6122 -0.2595
```

Calculated values
Spin multiplicity: 3
Energy relative to the best compared isomer or geometry (same formula, charge and spin) (eV): 3.811
Expectation value of S²: 2.009
Total energy (eV): -8267.371
HOMO (spin up / spin down) (eV): -15.3515 / -21.4228
Total charge: +2


# 3
C5H8N2O | ωB97M-V/def2-TZVPD

XYZ file:
```
16
Properties=species:S:1:pos:R:3
O 0.3400 1.9743 0.6265
N 1.4929 -0.6949 -0.0258
N -0.8663 -0.6779 1.2828
C -1.2450 0.1709 0.2150
C 0.8107 0.1454 -0.9817
C -0.1809 1.1448 -0.3799
C -0.9337 -1.2161 -0.0814
C 0.3794 -1.2163 -0.8033
H 1.1520 2.3519 0.2448
H 1.1451 -0.6858 0.8787
H 0.6313 -2.1118 -1.3895
H 1.4785 0.3909 -1.8154
H -2.2576 0.5474 0.2387
H -1.6289 -1.9534 -0.3381
H -0.0066 -0.6478 1.7535
H -0.6036 1.7516 -1.1962
```

Calculated values
Energy relative to the best compared isomer or geometry (same formula, charge and spin) (eV): 3.491
Total energy (eV): -10339.235
SMILES: O[C@H]1[C@H]2N[C@H]2[C@H]2N[C@@H]12
HOMO (eV): -8.9006
Total charge: 0


# 4
C5H8N2O | ωB97M-V/def2-TZVPD

XYZ file:
```
16
Properties=species:S:1:pos:R:3
O -2.1633 0.2515 -0.7777
N 1.5330 1.0516 -0.1377
N 1.7000 -1.1612 -0.3358
C -1.9417 -0.1675 0.5661
C 0.3156 -0.7714 -0.5626
C -0.4523 -0.4604 0.7000
C 2.1593 -0.1102 0.2175
C 0.2517 0.5314 -0.2584
H -2.0235 0.9458 1.2298
H -1.3377 -0.1961 -1.5579
H -0.0806 -0.6907 1.7015
H -0.2404 1.3215 -0.5870
H 3.3273 0.0922 0.0779
H -2.6820 -1.0384 0.7317
H 1.9354 1.9413 0.2050
H -0.3009 -1.5395 -1.2124
```

Calculated values
Energy relative to the best compared isomer or geometry (same formula, charge and spin) (eV): 6.970
Total energy (eV): -10335.756
HOMO (eV): -8.3554
Total charge: 0


Look up the total energy of the fourth one. -10335.756 eV